Molecular formula: C39H62BrF9N6O5S
Method: DFT, ωB97M-V with the def2-TZVPD basis set

Last column: Mulliken charge in e.
Atoms and positions in Å:
Br  -6.45803  1.35450  3.04629  -0.16
S  -5.46418  3.79355  -1.03448  1.34
F  -3.12848  6.10114  -2.13038  -0.20
F  -4.22265  8.85554  -0.06359  -0.24
F  -2.41785  7.47417  -0.09239  -0.25
F  -6.57452  6.89094  -1.03220  -0.21
F  -7.18273  4.80141  -2.77865  -0.29
F  -3.90549  8.19723  -2.57370  -0.29
F  -5.08038  4.64373  -3.64442  -0.29
F  -4.35150  6.62923  0.74561  -0.13
F  -6.07991  7.26558  -3.22212  -0.30
O  -5.26864  -0.81900  -3.82296  -0.53
O  -8.83248  2.45767  2.05781  -0.46
O  -8.33085  2.01311  -0.84523  -0.48
O  -6.46761  4.14172  0.05746  -0.64
O  -4.09830  3.91162  -0.41443  -0.50
N  -0.13366  0.76299  2.41556  -0.71
N  4.16060  0.42496  -2.08776  0.26
N  -0.50575  2.87774  1.23187  -0.61
N  -4.02004  -3.72360  4.06721  0.22
N  10.39665  -1.95235  -0.70816  0.08
N  0.38514  0.84698  0.00728  -0.18
C  -2.44255  0.69364  -2.85547  -0.68
C  6.01119  2.00244  -1.30029  -0.96
C  -7.88402  -0.84719  0.63836  0.34
C  -6.60180  -3.22287  0.02378  -0.60
C  -7.58243  -2.37467  0.87508  -0.71
C  -5.43693  -0.27986  -2.70282  -0.05
C  8.61272  -2.28719  -2.42846  -0.86
C  -3.63916  1.79792  -2.96100  -0.22
C  -3.84985  7.49121  -0.24613  0.60
C  -0.83710  0.38581  -0.73472  -0.52
C  -4.13789  7.02952  -1.75894  0.53
C  -5.79177  4.98207  -2.43416  0.79
C  9.36223  -2.84302  -1.22314  -0.39
C  -3.46842  -4.94351  4.64669  -0.36
C  4.70774  -0.79731  -1.50671  0.07
C  -5.64022  6.54012  -2.05392  0.49
C  4.22183  0.45001  -3.54756  -0.71
C  -5.86069  -2.56839  -1.20496  -0.67
C  -7.11295  -0.19116  -0.55959  0.67
C  -5.02228  1.25277  -2.36565  0.54
C  -8.91225  -0.01052  1.56915  -0.35
C  8.86191  -0.47036  0.70091  -0.84
C  5.60431  0.45850  -4.19852  -0.86
C  -5.88944  2.03047  -1.52200  -0.23
C  -6.14275  -1.05069  -1.46870  0.31
C  -0.07827  1.44968  1.28850  0.41
C  -2.17137  -2.13888  4.85240  -0.72
C  -3.96264  -3.69801  2.60794  -0.36
C  11.29608  -2.59928  0.24471  -0.71
C  4.52517  1.67419  -1.42719  -0.77
C  -3.79077  -5.12173  6.12513  -1.44
C  -2.58184  -3.68537  1.95354  -0.98
C  -7.25575  1.37348  -0.94423  -0.24
C  10.69963  -3.08285  1.56581  -0.94
C  -3.65711  -2.47274  4.72773  -0.60
C  -1.13548  1.26477  -2.07479  -0.22
C  9.96804  -0.60559  -0.34442  -0.74
C  4.38148  -0.97614  -0.02925  -1.44
C  -8.25670  1.34075  2.15804  0.38
H  -1.57547  -2.99184  5.18596  0.25
H  -1.91582  -4.44419  2.36994  0.29
H  -5.12504  -3.16536  -1.86079  0.38
H  -3.44507  -6.10210  6.46491  0.44
H  -1.52436  2.89276  1.42590  0.26
H  -2.10178  -2.71009  2.04215  0.07
H  -6.45049  -4.31606  0.32965  0.38
H  -2.12043  0.30562  -3.89821  0.37
H  6.08710  1.43228  -4.10907  0.25
H  3.30336  -0.91860  0.14617  0.27
H  -3.70979  2.05545  -4.08910  0.34
H  11.41573  -3.73577  2.07424  0.39
H  -4.08638  -2.48202  5.73578  0.35
H  -2.68122  -3.89297  0.88322  0.43
H  8.02931  -1.15569  0.52340  0.16
H  -1.17940  2.38813  -1.86587  0.19
H  3.67922  -0.42594  -3.92264  0.45
H  4.02137  2.51036  -1.92537  0.48
H  9.83152  -3.77985  -1.54351  0.44
H  8.45489  0.54555  0.67328  0.34
H  12.13549  -1.92955  0.46197  0.35
H  -1.75791  -1.77160  3.91281  0.03
H  4.72386  -1.95766  0.31106  0.44
H  4.09386  1.66674  -0.41973  0.30
H  6.42727  2.36773  -2.23957  0.26
H  -9.81537  0.24753  0.92057  0.28
H  9.23725  -0.63302  1.71152  0.31
H  8.63427  -3.11029  -0.44599  0.24
H  -4.86837  -5.06675  6.30329  0.33
H  5.79584  -0.85725  -1.63892  -0.18
H  10.83619  -0.02367  -0.01558  0.36
H  6.60330  1.14721  -0.96554  0.07
H  9.63582  -0.09471  -1.25523  0.34
H  9.78188  -3.65763  1.42355  0.26
H  -4.16466  -1.63838  4.23066  0.25
H  4.87673  -0.22641  0.59200  0.28
H  -1.75700  0.51670  -0.03948  0.24
H  -9.25894  -0.66538  2.45967  0.37
H  6.26710  -0.30225  -3.78007  0.09
H  -0.36735  3.19072  0.25023  0.33
H  4.28361  -1.65945  -2.03356  0.49
H  -8.12614  -2.90579  1.74256  0.26
H  -0.24819  1.08316  -2.80042  0.17
H  7.93490  -3.04749  -2.82713  0.46
H  9.30450  -2.00431  -3.22686  0.34
H  11.75120  -3.46285  -0.25454  0.42
H  -0.70008  -0.73786  -0.98228  0.15
H  5.50707  0.25088  -5.26861  0.42
H  -2.38053  -5.00073  4.51197  0.28
H  0.22696  -0.17461  2.17254  0.27
H  6.14840  2.79855  -0.56161  0.44
H  8.00640  -1.41658  -2.16764  -0.26
H  3.65277  1.30969  -3.91902  0.34
H  10.49297  -2.25371  2.24342  0.22
H  -3.24914  2.74024  -2.44787  -0.03
H  -3.29599  -4.37043  6.74449  0.30
H  -2.03618  -1.34262  5.59088  0.39
H  -4.50378  -4.57578  2.23352  0.24
H  -2.76008  -0.24886  -2.27297  0.31
H  0.92181  1.55440  -0.51624  0.24
H  -4.53479  -2.83984  2.23779  0.20
H  -3.89153  -5.80663  4.12044  0.42

Atoms 1-6, force components in eV/Å:
-1.152 -0.529 -0.695
-0.622 -0.439 7.484
-2.799 1.713 0.753
0.415 -3.943 -0.218
-3.569 0.061 -0.359
2.804 -0.986 -2.313

Output
molar mass = 977.915 u
LUMO energy = -2.13 eV
orbital gap = 0.222 Eh
HOMO energy = -0.3004 hartree
structure (SMILES) = [H]/N=C(/N)NCCCCC1=C(S(=O)(=O)C(F)(F)C(F)(F)C(F)(F)C(F)(F)F)C(=O)c2c(CC(=O)Br)cccc2C1=O.CCN(CC)CC.CCN(CC)CC.CCN(CC)CC
E_tot = -165948.8857 eV
spin multiplicity = 1